(1)
The molecule C3H8NOP in a non-equilibrium geometry. Source: the OMol25 dataset; level of theory: ωB97M-V with the def2-TZVPD basis set.

Structure (XYZ):
```
14
Properties=species:S:1:pos:R:3:lowdin_charge:R:1
H 1.07 -2.03 0.55 0.02
O -1.44 -0.75 -1.78 -0.40
H 1.08 -1.96 -1.25 0.04
C 0.47 -2.10 -0.35 -0.21
H 0.92 1.80 1.37 0.08
H -1.09 1.73 -1.72 0.00
N -0.12 0.58 0.06 -0.36
C 0.40 0.84 1.36 -0.18
H 1.11 0.05 1.64 0.07
H -0.39 0.87 2.12 0.08
H -0.02 -3.07 -0.41 0.03
C -0.47 2.01 -0.90 0.16
H -0.64 2.85 -0.25 0.02
P -0.88 -0.81 -0.43 0.65
```

Values from the calculation:
LUMO (alpha / beta) in eV: -0.7 / -0.4
Charge: 0
Total energy in eV: -16063.88386
Energy above the lowest of the compared OMol25 structures with the same formula, charge and spin in kJ/mol: 305.9
Gap between HOMO and LUMO (alpha / beta) in eV: 8.2 / 7.4


(2)
The ion C3H8NOS with charge -1 in a non-equilibrium geometry. Source: the OMol25 dataset; level of theory: ωB97M-V with the def2-TZVPD basis set.

Structure (XYZ):
```
14
Properties=species:S:1:pos:R:3:lowdin_charge:R:1
C -0.34 -1.78 0.00 -0.61
H -0.45 0.60 1.26 0.03
C 0.15 1.23 0.59 -0.55
H -0.10 0.30 -1.31 0.07
H -1.53 1.85 -0.91 -0.20
O -1.14 -1.40 0.97 -0.31
H 1.07 -0.76 0.90 0.05
N 0.97 -1.02 -0.08 -0.08
H 1.52 1.02 -0.98 0.08
H 0.95 1.71 1.15 0.05
C 0.72 0.38 -0.60 -0.28
H 0.00 -2.92 -0.02 0.08
S -1.03 2.58 0.06 0.61
H -0.80 -1.79 -1.03 0.07
```

Values from the calculation:
LUMO in eV: 3.4
Charge: -1
Total energy in eV: -17612.61640
Energy above the lowest of the compared OMol25 structures with the same formula, charge and spin in kJ/mol: 230.6
Gap between HOMO and LUMO in eV: 6.1
SMILES: [O-]CNCCS


(3)
A cluster of 3 separate species, C3H8NOS in total in a non-equilibrium geometry. Source: the OMol25 dataset; level of theory: ωB97M-V with the def2-TZVPD basis set.

Structure (XYZ):
```
14
Properties=species:S:1:pos:R:3:lowdin_charge:R:1
H 1.50 -1.92 -1.68 -0.20
H -0.07 -1.98 -0.97 0.05
O -0.51 1.07 2.24 -0.31
C -0.50 0.52 1.06 -0.58
H 1.49 1.30 0.61 0.12
H -1.17 0.97 0.27 0.07
H -0.74 -0.58 1.07 0.09
C 0.87 -1.45 -0.87 -0.08
S 1.65 -1.64 -3.51 -0.09
N 0.89 0.51 0.46 0.01
H -3.05 1.31 1.34 0.02
C 1.12 -0.12 -0.70 -0.25
H -3.14 1.48 2.06 0.04
H 1.66 0.53 -1.39 0.10
```

Values from the calculation:
LUMO in eV: 1.7
Charge: -1
Total energy in eV: -17608.38068
Energy above the lowest of the compared OMol25 structures with the same formula, charge and spin in kJ/mol: 639.3
Gap between HOMO and LUMO in eV: 5.3


(4)
A cluster of 2 separate species, C3H8NOS in total in a non-equilibrium geometry. Source: the OMol25 dataset; level of theory: ωB97M-V with the def2-TZVPD basis set.

Structure (XYZ):
```
14
Properties=species:S:1:pos:R:3:lowdin_charge:R:1
H -1.48 -0.74 -2.26 0.07
H 0.56 1.04 2.70 0.00
C -0.18 -1.27 -0.57 -0.62
C 1.10 1.30 1.78 -0.64
O 0.73 -2.07 -0.45 0.02
H 1.89 2.02 2.02 -0.02
H -0.19 0.42 -1.88 0.04
H 1.58 0.39 1.40 0.00
C -0.43 -0.64 -1.94 -0.05
N -0.98 -0.81 0.47 -0.01
H -1.97 -0.82 0.23 0.05
S -0.07 2.03 0.59 0.21
H 0.18 -1.15 -2.68 0.06
H -0.72 0.31 0.60 -0.09
```

Values from the calculation:
LUMO in eV: 4.0
Charge: -1
Total energy in eV: -17614.42124
Energy above the lowest of the compared OMol25 structures with the same formula, charge and spin in kJ/mol: 56.4
Gap between HOMO and LUMO in eV: 7.1


(5)
A cluster of 2 separate species, C3H8NOS in total in a non-equilibrium geometry. Source: the OMol25 dataset; level of theory: ωB97M-V with the def2-TZVPD basis set.

Structure (XYZ):
```
14
Properties=species:S:1:pos:R:3:lowdin_charge:R:1
C -0.86 1.64 -0.14 -0.07
H -0.68 2.75 -0.17 0.21
H 0.99 0.73 0.14 0.03
H 3.67 -1.59 0.95 -0.18
C -0.57 -0.60 0.03 -0.11
H 4.05 -0.35 -0.30 -0.17
H -2.31 -0.61 -1.25 0.16
S 2.90 -0.74 0.28 0.57
O -2.06 1.21 -0.26 0.10
H -2.77 -0.74 0.48 0.19
H -0.04 -1.05 -0.66 0.06
N 0.02 0.73 0.13 0.13
C -2.00 -0.21 -0.25 -0.09
H -0.36 -1.18 1.01 0.18
```

Values from the calculation:
LUMO in eV: -4.1
Charge: +1
Total energy in eV: -17605.45217
Energy above the lowest of the compared OMol25 structures with the same formula, charge and spin in kJ/mol: 94.5
Gap between HOMO and LUMO in eV: 9.6


(6)
The ion C3H8NOS with charge +1 in a non-equilibrium geometry. Source: the OMol25 dataset; level of theory: ωB97M-V with the def2-TZVPD basis set.

Structure (XYZ):
```
14
Properties=species:S:1:pos:R:3:lowdin_charge:R:1
H -1.16 1.14 -1.68 0.14
H 0.65 -1.80 1.00 0.18
H 1.46 0.75 -0.18 0.09
H -0.74 -2.35 0.27 0.17
N 0.03 -1.68 0.18 0.22
C -1.00 0.12 -1.28 -0.15
H -1.41 -0.25 0.84 0.16
S 0.00 2.50 0.66 0.72
H 1.12 0.25 1.41 0.10
H 0.62 -1.89 -0.67 0.19
O -0.67 -0.72 -2.14 0.05
C -0.56 -0.24 0.13 -0.27
H 1.04 3.42 0.93 -0.08
C 0.61 0.75 0.53 -0.50
```

Values from the calculation:
LUMO in eV: -4.0
Charge: +1
Total energy in eV: -17605.07238
Energy above the lowest of the compared OMol25 structures with the same formula, charge and spin in kJ/mol: 131.2
Gap between HOMO and LUMO in eV: 9.4
SMILES: [NH3+][C@H](C=O)CS


(7)
The ion C3H8NOS2 with charge +1 in a non-equilibrium geometry. Source: the OMol25 dataset; level of theory: ωB97M-V with the def2-TZVPD basis set.

Structure (XYZ):
```
15
Properties=species:S:1:pos:R:3:lowdin_charge:R:1
N -0.80 -1.51 0.10 0.19
S -1.20 1.74 0.94 0.32
H 0.10 3.68 2.09 -0.14
H -0.02 -1.89 0.54 0.09
S -0.59 3.48 0.96 0.33
C 1.12 -1.15 -1.18 -0.14
H -0.80 -0.06 -1.67 0.19
H 0.96 1.36 -0.28 0.07
O 1.56 -1.83 -0.28 0.06
H -1.44 -0.92 0.83 0.21
H 0.97 0.19 1.00 0.09
H -1.49 -2.20 -0.30 0.21
H 1.51 -1.05 -2.22 0.16
C 0.34 0.62 0.22 -0.34
C -0.23 -0.47 -0.76 -0.31
```

Values from the calculation:
LUMO in eV: -4.2
Charge: +1
Total energy in eV: -28439.89289
Energy above the lowest of the compared OMol25 structures with the same formula, charge and spin in kJ/mol: 169.6
Gap between HOMO and LUMO in eV: 8.6
SMILES: [NH3+][C@H](C=O)CSS


(8)
A cluster of 2 separate species, C3H8NS in total in a non-equilibrium geometry. Source: the OMol25 dataset; level of theory: ωB97M-V with the def2-TZVPD basis set.

Structure (XYZ):
```
13
Properties=species:S:1:pos:R:3:lowdin_charge:R:1
H -1.39 1.43 -1.32 0.00
C 1.23 0.13 2.46 -0.17
S -1.41 -1.05 -0.99 -0.10
H -1.82 0.55 -3.05 0.00
N 2.18 0.78 1.45 -0.12
H 0.94 0.28 -0.10 -0.03
H 0.37 -0.44 1.82 0.08
C -1.95 0.56 -1.90 -0.68
C 1.91 0.64 0.17 -0.08
H -3.00 0.54 -1.56 -0.06
H 0.54 0.66 3.15 0.05
H 1.86 -0.63 3.01 0.06
H 2.62 0.88 -0.65 0.06
```

Values from the calculation:
LUMO in eV: 4.1
Charge: -1
Total energy in eV: -15564.60959
Energy above the lowest of the compared OMol25 structures with the same formula, charge and spin in kJ/mol: 234.7
Gap between HOMO and LUMO in eV: 6.4


(9)
The ion C3H8NS with charge -1 in a non-equilibrium geometry. Source: the OMol25 dataset; level of theory: ωB97M-V with the def2-TZVPD basis set.

Structure (XYZ):
```
13
Properties=species:S:1:pos:R:3:lowdin_charge:R:1
C -0.41 0.87 0.16 -0.34
N -0.78 1.25 1.52 -0.04
H -0.11 0.81 2.13 0.04
C 0.13 -0.57 0.14 -0.35
H 0.90 -0.61 0.94 0.08
H -1.74 1.11 1.79 0.04
S 2.05 -0.04 -1.77 0.04
H -0.15 -0.82 -2.02 0.01
H 0.26 1.65 -0.23 0.07
H -0.54 -1.41 0.51 0.10
H -1.21 0.89 -0.57 0.10
H 0.97 -2.08 -1.32 0.01
C 0.61 -1.05 -1.27 -0.77
```

Values from the calculation:
LUMO in eV: 4.2
Charge: -1
Total energy in eV: -15566.18669
Energy above the lowest of the compared OMol25 structures with the same formula, charge and spin in kJ/mol: 82.6
Gap between HOMO and LUMO in eV: 6.3
SMILES: NCCC[S-]


(10)
A cluster of 2 separate species, C3H8NS in total in a non-equilibrium geometry. Source: the OMol25 dataset; level of theory: ωB97M-V with the def2-TZVPD basis set.

Structure (XYZ):
```
13
Properties=species:S:1:pos:R:3:lowdin_charge:R:1
S 2.76 0.92 0.18 0.11
H 0.00 -0.85 1.89 0.05
H 1.82 2.06 -1.84 0.01
H -0.60 -0.80 -0.97 0.09
H 1.09 2.75 -0.41 -0.01
H -2.43 -1.66 1.42 0.04
C 1.51 1.79 -0.77 -0.76
C -0.91 -1.01 0.05 -0.36
C -2.17 -1.47 0.33 -0.09
H -2.87 -1.67 -0.47 0.00
N 0.14 -0.94 0.91 0.00
H 0.64 1.14 -0.98 -0.04
H 1.02 -0.27 0.65 -0.03
```

Values from the calculation:
LUMO in eV: 4.1
Charge: -1
Total energy in eV: -15566.02894
Energy above the lowest of the compared OMol25 structures with the same formula, charge and spin in kJ/mol: 97.8
Gap between HOMO and LUMO in eV: 6.9


(11)
A cluster of 2 separate species, C3H8NS in total in a non-equilibrium geometry. Source: the OMol25 dataset; level of theory: ωB97M-V with the def2-TZVPD basis set.

Structure (XYZ):
```
13
Properties=species:S:1:pos:R:3:lowdin_spin:R:1
C -2.00 1.03 0.65 0.14
H -1.17 -2.01 -0.61 0.08
H 3.44 -0.05 0.42 0.00
H 1.54 -0.51 0.54 0.02
C 2.45 -0.49 -0.08 0.02
S 2.25 0.63 -1.50 0.02
C -1.22 -0.88 -0.67 0.32
H -2.86 1.75 0.75 0.02
H 2.95 -1.43 -0.42 0.00
H -1.84 0.71 1.70 0.07
H -0.21 -0.25 -0.96 0.02
H -1.09 1.67 0.43 0.01
N -2.24 -0.17 -0.26 0.27
```

Values from the calculation:
LUMO (alpha / beta) in eV: 6.6 / 6.6
Charge: -2
Total energy in eV: -15560.16232
Energy above the lowest of the compared OMol25 structures with the same formula, charge and spin in kJ/mol: 226.4
Gap between HOMO and LUMO (alpha / beta) in eV: 2.9 / 5.5
2S+1: 2


(12)
The ion C3H8NS with charge +1 in a non-equilibrium geometry. Source: the OMol25 dataset; level of theory: ωB97M-V with the def2-TZVPD basis set.

Structure (XYZ):
```
13
Properties=species:S:1:pos:R:3:lowdin_charge:R:1
H 1.74 -1.37 -1.43 0.12
H -0.46 -0.92 1.42 0.10
H -0.44 1.34 1.94 0.11
C -0.93 0.92 1.08 -0.10
H 1.54 0.40 -1.77 0.09
H -0.86 1.76 0.31 0.14
H -0.69 0.06 -1.23 0.12
S 1.80 -0.16 0.64 0.91
C 1.24 -0.39 -1.12 -0.38
N -0.17 -0.64 -0.82 0.05
C -0.17 -0.19 0.74 -0.46
H -0.64 -1.54 -1.03 0.20
H -1.94 0.72 1.27 0.09
```

Values from the calculation:
LUMO in eV: -3.9
Charge: +1
Total energy in eV: -15557.30633
Energy above the lowest of the compared OMol25 structures with the same formula, charge and spin in kJ/mol: 130.6
Gap between HOMO and LUMO in eV: 10.0
SMILES: C[C@H]1[NH2+]CS1